[1]
48
Properties=species:S:1:pos:R:3:mulliken_charge:R:1 method="wB97M-V/def2-TZVPD" smiles=OCC[NH+](CC#C[C@](O)(c1ccccc1)c1cccc(F)c1)CCO total_charge=+1 max_force_ha_per_bohr=0.3849 gap_ev=9.157
H -2.61 1.45 0.16 0.28
C 3.26 -0.61 3.20 -0.62
N 1.16 -0.86 2.56 -0.52
H -2.45 -0.12 -5.78 0.34
C -1.61 1.84 -0.46 0.31
C -0.36 -2.36 -4.49 -0.77
O 2.92 0.66 2.61 -0.54
H -2.58 0.75 -3.26 0.30
C -1.10 -0.93 -2.88 -0.32
H -0.47 -1.60 3.90 0.46
H -0.53 1.57 1.47 0.20
C -0.47 -1.92 -3.06 1.00
C 1.37 -1.99 1.50 -0.29
F 1.91 3.35 -2.27 -0.29
H 1.21 0.02 2.33 0.77
C -0.72 0.58 3.28 -0.33
C -0.30 -0.91 -0.47 -1.08
H -1.96 3.91 0.28 0.33
H 2.30 -1.86 1.32 0.53
H 0.95 -2.96 1.96 0.30
H 0.29 -3.09 -4.91 0.42
C -1.77 -0.50 -5.01 -0.82
C 0.32 1.63 -1.74 -0.01
C 0.36 -1.52 0.51 -0.24
H -1.05 -1.66 -6.49 0.19
H 2.92 1.43 3.06 0.30
H 3.84 -0.22 4.17 0.31
H -1.84 0.60 3.35 0.37
C -1.18 -1.64 -5.27 -0.28
H 1.66 -0.75 4.71 0.37
O -2.66 -0.59 -0.78 -0.48
C -0.20 3.74 -0.92 -0.45
C -1.99 -0.17 -3.62 -0.49
H 0.49 -2.60 -2.53 0.10
C 1.98 -1.16 3.70 -0.56
H 3.79 -1.02 2.57 0.56
H -3.31 -0.72 -1.25 0.26
C -1.18 3.31 -0.32 -0.31
H -0.30 0.66 4.34 0.33
H -0.91 -1.32 2.23 0.42
H 2.07 -2.18 3.85 0.37
C -0.93 1.13 -1.18 -0.62
C 0.67 3.03 -1.61 0.10
H 0.89 0.72 -2.37 0.20
O 0.04 1.23 2.40 -0.57
H -0.13 4.81 -0.72 0.43
C -1.26 -0.34 -1.25 1.76
C -0.52 -0.81 3.18 -0.70

---

[2]
20
Properties=species:S:1:pos:R:3:mulliken_charge:R:1 method="wB97M-V/def2-TZVPD" total_charge=0 max_force_ha_per_bohr=0.0950 spin_multiplicity=2 de_lowest_kcal_mol=36.59 gap_ev="7.904 / 8.997"
C -1.37 -1.07 0.21 -0.46
H -1.66 -1.77 2.30 0.34
H -2.46 -0.68 -0.01 0.26
C 0.78 -0.56 -1.21 -0.13
H 1.27 -1.40 -0.99 0.40
O -0.45 1.41 1.77 -0.58
H 2.92 1.29 -2.77 0.24
H 0.63 1.07 -2.38 0.37
H -2.43 0.86 1.90 0.24
H 0.05 1.00 0.76 0.45
N 2.69 0.46 -2.25 -0.51
C 1.30 0.31 -2.11 -0.19
C -0.43 -0.18 -0.61 -0.85
H -1.48 0.49 3.33 0.27
H -0.88 0.74 -1.04 0.31
H 0.02 -1.12 2.00 0.33
C -1.40 0.44 2.19 -0.36
H -1.37 -2.22 -0.21 0.27
H 3.14 -0.28 -2.72 0.25
C -1.05 -1.03 1.77 -0.67

---

[3]
40
Properties=species:S:1:pos:R:3:mulliken_charge:R:1 method="wB97M-V/def2-TZVPD" smiles="COc1cc(OC)cc(C(=O)NCC(=O)O[C@H]2CCOC2=O)c1" total_charge=0 max_force_ha_per_bohr=0.0182 de_lowest_kcal_mol=0.00 gap_ev=9.327
C -0.43 1.70 0.27 -0.89
H -3.63 3.86 -0.21 0.25
C 0.71 -2.98 1.87 0.66
C -1.26 -3.18 0.58 0.12
H 3.70 1.02 -2.65 0.34
H 2.84 -2.67 1.87 0.43
H -2.53 3.37 1.10 0.34
H -2.03 -1.54 1.78 0.34
O 0.18 -0.05 2.34 -0.68
O 0.03 -2.60 0.79 -0.27
H 0.21 3.73 -2.36 0.50
O -0.96 -4.12 -1.66 -0.56
C 1.94 -2.09 2.05 -0.71
C -2.60 -1.42 -0.33 0.06
C 1.80 1.34 -0.57 -0.43
H 4.31 2.26 -1.52 0.33
O -2.20 -2.29 -1.38 -0.40
C -2.84 3.16 0.07 -0.70
C -2.36 -2.19 0.98 -0.69
C 0.37 2.97 -1.60 -0.52
C 3.78 2.09 -2.46 -0.82
H -1.97 -0.52 -0.38 -0.03
C 0.78 1.03 0.32 -0.47
N 1.91 -0.93 1.19 -0.25
H 1.94 -1.76 3.09 0.31
O 0.41 -3.88 2.59 -0.61
H 4.33 2.56 -3.27 0.24
C -0.65 2.68 -0.70 0.77
H -1.18 1.45 1.00 0.69
H 2.76 0.85 -0.49 0.68
H -1.31 -4.15 1.08 0.59
O -1.80 3.38 -0.85 -0.46
H 2.28 -1.05 0.26 0.28
C -1.44 -3.29 -0.95 0.18
C 1.59 2.32 -1.54 0.54
H -3.25 -2.73 1.28 0.28
O 2.51 2.71 -2.46 -0.46
H -3.23 2.14 0.01 0.23
C 0.91 -0.01 1.37 0.45
H -3.64 -1.16 -0.49 0.35

---

[4]
77
Properties=species:S:1:pos:R:3:mulliken_charge:R:1 method="wB97M-V/def2-TZVPD" total_charge=-2 max_force_ha_per_bohr=0.0164 de_lowest_kcal_mol=0.80 gap_ev=5.730
C 1.01 -0.27 -6.71 -0.65
N 3.37 -0.84 -1.78 0.31
C -6.20 1.54 -2.19 1.41
C -4.78 0.45 -0.13 -0.03
H -1.25 -2.91 1.94 0.29
S 1.26 -4.27 -0.10 -0.42
C -8.31 2.29 -2.32 -0.26
C -6.11 0.84 0.11 -1.05
C 2.63 -2.64 3.16 -0.63
H 1.97 -0.72 -6.91 0.14
H 0.04 4.20 -2.43 0.37
C 0.51 -0.41 -5.43 -1.31
H -9.12 1.73 -2.79 0.24
H -3.65 0.06 2.84 0.38
H 3.44 -2.17 3.69 0.41
C -2.45 2.66 2.60 -0.28
H 1.07 -0.97 -4.69 0.56
N -0.81 1.92 1.04 -0.02
H 3.67 -2.10 -3.52 0.46
O -0.22 -0.18 2.68 -0.56
H -1.48 1.55 -8.07 0.39
C -1.05 3.00 0.31 0.43
H -2.98 2.46 3.52 0.46
C -2.70 3.78 1.83 -0.51
O -2.17 0.13 3.76 -0.94
H -1.05 -3.97 3.35 0.32
C 1.35 -2.84 3.52 -0.43
C -0.68 -3.75 2.35 -1.00
C -6.79 1.37 -0.95 1.01
S 3.16 0.15 0.76 -0.32
H -3.19 0.26 -1.53 0.29
H -3.45 4.50 2.13 0.41
C -0.73 0.14 -5.03 0.17
H -6.57 0.71 1.08 0.50
C -4.20 0.61 -1.37 -0.42
H 4.91 -2.36 1.79 -0.20
O -8.10 1.81 -1.00 -0.51
O 1.93 -0.01 -9.43 -0.51
O -0.48 4.26 -1.62 -0.51
C -0.23 3.12 -0.94 0.04
H -8.54 3.36 -2.29 0.24
N 0.72 -3.43 2.43 0.36
C -0.93 1.00 -7.32 -0.63
C 4.06 -2.89 -1.49 -0.64
N 2.80 -3.10 1.87 0.36
C -1.43 0.86 -6.05 -0.37
S -1.35 -0.04 -3.45 -0.38
C -3.94 -0.11 0.97 0.33
O 0.57 2.31 -1.32 -0.33
N 3.93 -2.29 -0.26 0.11
H -4.45 1.26 -3.42 0.48
C -1.50 1.74 2.17 0.38
H 4.34 -3.93 -1.57 0.43
B 4.15 -3.01 1.10 -0.03
H -2.15 4.81 0.01 0.48
O -7.11 2.09 -3.07 -0.53
C -4.91 1.16 -2.45 -1.17
C 0.77 0.63 -9.07 0.68
O -4.43 0.12 2.18 -0.53
C 3.51 -1.02 -0.44 -0.13
H -0.80 -4.61 1.69 0.35
H 2.24 -0.53 -8.68 0.28
C 0.30 0.44 -7.69 0.91
H 0.81 -2.56 4.40 0.46
H 4.58 -4.12 0.85 -0.21
C 2.93 0.38 -2.43 -1.06
O -2.89 -0.68 0.75 -0.53
C -1.25 0.43 2.94 0.05
Tl 0.13 -0.53 -0.06 0.83
O 0.22 1.29 -9.92 -0.63
H 1.87 0.34 -2.68 0.24
H -2.38 1.29 -5.78 0.37
C 3.72 -2.01 -2.44 -0.39
H 3.08 1.20 -1.74 0.38
C -1.99 3.96 0.65 -0.33
H 3.51 0.54 -3.34 0.36
C 1.62 -3.59 1.42 -0.22

---

[5]
137
Properties=species:S:1:pos:R:3:mulliken_charge:R:1 method="wB97M-V/def2-TZVPD" total_charge=-1 max_force_ha_per_bohr=0.0720 spin_multiplicity=4 gap_ev="8.134 / 8.152"
C 3.55 1.54 5.35 0.36
H 6.03 3.79 -1.31 0.37
H -0.22 -1.93 0.54 -0.24
H 2.45 3.25 4.77 0.59
H -0.26 0.52 -8.32 0.37
H -1.02 2.65 1.11 -0.30
N -1.08 -2.07 0.05 0.65
H 3.43 -0.91 0.84 0.17
H 6.32 2.65 0.04 0.31
H -4.38 -0.47 0.58 -0.31
H 0.25 -5.13 -0.33 0.38
O -0.81 -3.83 4.64 -0.47
H -0.50 0.49 2.80 -1.61
H -0.27 -3.32 -1.51 0.44
H -2.02 -0.50 1.86 -0.20
H -4.31 -0.32 2.95 0.37
H -4.06 -5.45 -2.47 0.28
H 1.40 0.95 -7.86 0.34
N -0.30 1.85 -2.25 1.26
H 3.69 2.11 -4.44 0.17
H 1.00 0.29 -5.52 -0.70
H 5.08 1.70 -2.55 0.08
O -0.04 2.05 -7.02 0.04
H -4.80 2.17 -1.83 0.21
H 0.62 -0.35 4.00 -0.21
C -2.30 -3.98 -1.12 -0.30
H -0.06 1.28 -4.20 -1.16
H -6.03 -1.32 0.61 0.40
H -1.26 -5.10 0.77 0.18
H -2.49 1.99 -3.68 0.33
H -2.02 0.46 4.78 0.40
H 3.60 2.04 -0.07 -0.01
C -0.93 -3.41 -0.65 0.24
C 0.04 -2.73 4.87 -0.84
C -0.42 2.22 -3.66 2.41
Cr 1.66 2.04 -1.70 0.00
H 2.87 2.26 3.32 -0.11
H -4.75 -3.50 3.45 0.41
N 3.69 2.42 -1.07 0.22
H 2.15 -1.31 -7.20 0.35
C -1.79 1.39 4.33 -1.43
H 0.70 3.38 -5.06 0.07
C -0.98 2.74 6.05 -1.06
C -5.18 -3.30 2.48 -1.78
H -1.77 2.32 6.69 0.35
H 3.74 3.41 -0.88 0.31
H 0.51 -2.08 -7.21 0.47
H 3.07 -0.35 4.67 0.39
H -4.96 1.34 -0.34 0.23
H -0.13 2.89 2.65 0.07
C -4.53 -2.05 1.99 2.44
O -3.04 1.99 -0.67 -0.06
H -0.53 -1.81 5.20 0.17
H -2.69 2.04 4.39 0.63
H 1.58 1.84 4.37 -0.33
C 2.55 2.23 4.43 -0.20
H -0.37 4.01 -7.32 0.27
C 5.10 0.45 -0.78 -0.68
H 1.59 -4.37 3.30 0.49
C 0.67 3.22 -3.95 -0.81
N 1.43 -0.97 3.80 0.00
H -2.59 -2.84 4.46 0.25
C 1.21 -1.48 -6.61 -1.79
O -2.07 -5.28 -1.76 -0.43
H -2.49 -4.56 3.91 0.31
H 2.74 2.41 7.10 0.38
N -0.94 -0.55 -5.96 -0.74
H -1.34 2.93 -8.24 0.36
H -1.90 3.65 -3.44 0.50
Cl -2.45 -0.51 -2.67 -0.68
Cl 1.30 4.23 -0.99 -0.50
Cl 1.24 1.16 0.40 -0.31
H -5.08 -4.12 1.84 0.29
O -4.79 -1.12 3.06 -0.70
H 2.70 3.30 -5.33 0.40
C 0.43 -0.19 -6.32 1.92
C 5.01 1.87 -1.45 0.68
H -1.20 -1.31 -0.66 -0.49
H 0.20 -4.14 1.07 -0.17
H -0.63 0.91 -2.04 -0.78
H -1.72 -3.41 2.86 -0.06
H -0.09 2.87 6.59 0.20
H -3.46 -2.28 1.94 -1.03
H -4.49 -2.05 -0.17 -0.03
C 6.15 2.75 -1.04 -1.54
H 4.19 -0.28 2.30 0.08
H 5.15 -1.41 1.32 0.34
C -1.76 2.72 -4.00 -1.54
H -1.98 3.28 2.48 0.56
H 1.90 0.91 6.59 0.17
H -3.11 -6.93 -2.29 0.33
H 6.17 0.11 -0.99 0.38
H -2.81 1.20 -1.17 -0.14
H -0.13 -2.19 2.96 -1.06
C -1.44 1.19 2.82 2.45
H 4.44 -0.22 -1.37 0.21
C -1.99 -3.63 3.89 -0.29
H 2.82 -3.31 3.59 0.34
H 3.66 3.90 -3.85 0.15
O 3.91 0.23 4.78 -0.63
N -2.46 0.39 2.13 0.22
C 3.08 3.07 -4.33 -0.95
H 1.81 -0.67 2.91 0.01
C 0.82 -2.37 3.55 2.47
H -1.89 2.90 -5.07 0.30
Cl 2.05 -0.11 -2.73 -0.55
O -0.65 1.91 4.97 -0.04
H 7.15 2.46 -1.44 0.40
H -2.88 0.74 1.29 0.00
H -4.62 3.06 -0.25 0.31
C -1.15 2.61 2.25 -0.93
H -6.23 -3.07 2.66 0.41
H 3.48 0.72 7.37 0.30
O 1.91 2.68 -3.53 0.54
H -2.95 -4.21 -0.26 0.02
H -3.77 -6.15 -0.86 0.27
H 1.37 -2.09 -5.70 0.35
C -0.38 3.10 -7.89 -1.03
H 0.69 -2.96 5.71 0.37
C 1.88 -3.36 3.03 -1.78
C -4.42 2.16 -0.79 -0.68
H -1.47 0.08 -5.36 0.17
H 0.31 3.26 -8.72 0.37
C -0.39 -4.52 0.33 -0.76
H -2.85 -3.29 -1.87 0.27
H -0.88 2.49 -1.73 -0.24
H -1.21 3.69 5.68 0.39
C 2.85 1.38 6.69 -1.16
H 0.51 4.18 -3.43 0.32
O 4.80 0.56 0.56 -0.33
C 4.40 -0.63 1.25 -0.50
C -3.29 -5.98 -1.85 -0.72
C 0.39 0.82 -7.49 -1.05
H 2.03 -3.25 1.93 0.28
H -0.90 -1.35 -5.39 0.36
C -4.91 -1.49 0.67 -0.50
H 4.54 2.04 5.34 0.32

---

[6]
18
Properties=species:S:1:pos:R:3:mulliken_charge:R:1 method="wB97M-V/def2-TZVPD" smiles="C=NC.CNC" total_charge=0 max_force_ha_per_bohr=0.0613 de_lowest_kcal_mol=67.22 gap_ev=9.708
C 1.78 -0.48 2.10 -0.82
N 1.80 -0.21 0.67 -0.26
H 1.50 -2.21 -0.04 0.40
H -1.71 1.01 0.79 0.20
H 0.78 -1.00 2.18 0.26
H -0.45 1.41 -0.47 0.24
H -2.15 0.05 -3.16 0.27
H 0.02 -1.28 -0.09 0.38
H 1.87 0.40 2.75 0.27
N -2.00 0.17 -1.11 -0.33
C -2.32 0.63 -2.26 -0.30
H 2.73 -0.14 0.27 0.22
H -2.22 2.13 -0.35 0.47
C 1.11 -1.20 -0.15 -1.09
H 2.34 -1.30 2.57 0.32
H -2.87 1.60 -2.29 0.25
H 1.31 -0.87 -1.17 0.33
C -1.51 1.29 -0.23 -0.79

---

[7]
62
Properties=species:S:1:pos:R:3:mulliken_charge:R:1 method="wB97M-V/def2-TZVPD" smiles="CCOC(=O)CN(C(=O)CNC(=O)c1cccs1)[C@@H](C(=O)NC1CCCCC1)c1cccs1" total_charge=0 max_force_ha_per_bohr=0.0182 de_lowest_kcal_mol=0.64 gap_ev=9.451
C 0.11 -2.76 -0.43 -0.35
S -5.80 -0.08 0.62 -0.19
H 4.96 1.72 -3.37 0.32
H -3.34 0.35 0.11 0.29
C -7.89 1.38 0.31 -0.47
C 0.84 2.28 -0.91 -1.10
C 0.31 -4.18 -0.93 -0.87
H 0.10 2.81 -1.50 0.47
H -6.92 3.06 -0.74 0.46
H 1.63 2.97 -0.62 0.39
H -1.57 1.04 -1.73 0.20
H 5.45 0.02 -3.30 0.41
H -0.92 -2.64 -0.08 0.31
H 5.37 3.86 1.50 0.45
O -1.44 0.58 1.27 -0.78
N -3.28 1.13 -0.53 -0.06
C -4.34 1.96 -0.69 0.60
C 4.86 0.79 -2.81 -1.23
H 0.91 -5.57 2.18 0.37
H 2.99 0.21 -3.76 0.35
S 3.84 2.05 0.94 0.14
C 1.07 -2.45 0.72 -0.34
H 1.32 -4.29 -1.33 0.35
C 1.43 1.14 -1.75 0.74
C 2.25 2.27 1.58 -0.60
H 3.48 5.10 2.82 0.43
C -6.82 2.10 -0.27 -0.44
C 3.36 4.17 2.31 -0.64
C 4.35 3.54 1.63 -0.51
C 2.15 3.44 2.28 -0.52
H 1.57 -3.22 2.67 0.35
N 0.23 1.73 0.28 0.21
H -8.08 -0.56 1.32 0.43
C -1.95 1.56 -0.84 -1.13
C 0.87 -3.44 1.86 -0.77
H 3.28 -0.55 -2.17 0.15
C -5.62 1.45 -0.18 0.13
O 0.83 0.13 -2.00 -0.63
C 1.07 -4.87 1.36 -0.67
H 2.10 -4.99 1.02 0.32
H 5.23 0.94 -1.80 0.24
C 3.40 0.37 -2.76 -0.05
C -7.48 0.19 0.82 -0.37
O 2.80 -0.22 0.41 -0.70
H 0.27 -2.04 -1.24 0.22
C -1.03 1.25 0.33 1.21
H 0.28 -6.20 -0.15 0.34
H -2.00 2.64 -1.05 0.46
H -0.06 -0.87 1.53 0.46
C 1.16 1.29 1.34 0.08
H 2.10 -2.50 0.36 0.34
N 0.86 -1.09 1.19 0.03
H -0.39 -4.40 -1.74 0.36
O 2.67 1.41 -2.11 -0.22
H 0.55 1.19 2.25 0.76
H -0.92 -5.12 0.57 0.31
H 1.25 3.76 2.76 0.51
H -8.90 1.73 0.33 0.40
C 1.71 -0.09 0.93 0.12
C 0.11 -5.18 0.21 -0.66
H -0.15 -3.33 2.25 0.30
O -4.25 3.03 -1.26 -0.69

---

[8]
96
Properties=species:S:1:pos:R:3:mulliken_charge:R:1 method="wB97M-V/def2-TZVPD" total_charge=-2 max_force_ha_per_bohr=0.0208 de_lowest_kcal_mol=9.48 gap_ev=5.722
C 1.70 -5.37 -3.98 -0.88
C 2.88 -3.30 -4.33 -0.39
C -4.77 0.14 0.24 -0.23
H -5.49 -1.92 -6.71 0.34
C -4.09 -0.78 1.03 0.35
S -2.91 -1.79 0.12 0.42
C -0.62 -3.73 2.92 -0.78
C 1.77 3.05 4.15 0.10
H 4.31 1.24 -2.94 0.44
C -2.30 -2.85 1.46 0.78
C 3.86 0.66 -2.14 -1.03
C -4.26 -0.78 2.41 -0.18
N -1.41 -3.55 -1.80 0.01
C -2.85 -4.63 2.98 -0.94
C -1.34 -0.90 -5.90 -1.04
H -6.18 1.74 0.20 0.39
N 0.52 -1.72 -1.22 -0.80
H 3.95 -0.41 -2.37 0.23
H -4.24 -3.75 1.60 0.57
H 2.84 0.25 -4.35 0.03
H -4.51 -0.97 -2.64 0.39
C -2.89 -7.83 0.63 -0.46
S 0.50 2.79 -2.00 -0.40
S 2.36 4.08 5.33 -0.38
C -5.10 -1.33 -4.68 -0.56
N 2.20 2.21 -3.96 -0.27
S 2.73 1.91 3.30 -0.15
C -5.15 0.12 2.98 -0.88
C -3.45 -3.53 -4.54 -0.56
H -5.76 -0.47 -4.72 0.39
H 1.53 0.80 -5.39 0.14
N -3.86 -2.70 -0.74 -0.49
H -5.02 -7.57 0.67 0.36
H -1.81 1.94 -4.12 0.47
C -1.01 -1.28 -3.54 1.43
H 0.40 -3.71 3.28 0.48
H -2.83 -4.43 -4.48 0.31
H 3.74 -2.77 -4.71 0.41
H -0.76 -2.78 -5.07 0.49
H -0.68 -5.46 -0.37 0.50
C 0.68 -4.68 -3.33 -0.10
C 0.26 1.73 2.44 0.18
C -1.54 -4.62 3.45 -0.76
H 2.06 0.78 -1.06 -0.40
H -3.57 -5.34 3.37 0.38
C -4.11 -3.25 -5.72 -0.84
H -3.69 -1.45 3.03 0.39
S 1.89 -0.10 1.20 -0.52
H 1.63 -6.44 -4.09 0.42
S 0.14 3.01 3.63 -0.13
H -1.23 -5.32 4.22 0.33
N 2.48 1.05 -1.96 0.46
H -4.94 -5.30 -0.31 0.29
C -2.80 -5.21 -0.41 0.65
H 4.41 0.86 -1.22 0.31
C -3.23 -3.75 1.98 -0.28
C -5.85 1.02 2.19 -0.49
H -3.99 -3.90 -6.58 0.37
H 3.60 -5.23 -4.97 0.35
C -3.55 -2.71 -3.42 0.57
S -3.04 -3.72 -1.79 0.46
Pd -0.21 -0.35 0.10 0.57
C -1.00 -1.75 -4.86 -0.45
C 2.80 -4.69 -4.48 -0.70
C -4.95 -2.14 -5.80 -0.51
H 1.60 2.93 -4.34 0.32
H -0.19 -5.19 -2.93 0.38
C -1.68 -7.24 0.33 -0.86
C -1.00 -2.83 1.93 -0.76
S -0.42 -2.36 -2.20 2.08
C -4.40 -1.62 -3.50 -0.23
H -1.92 1.09 -6.45 0.35
N -2.00 -0.93 -0.69 -0.20
C -1.65 0.43 -5.64 -0.77
C -1.30 0.05 -3.28 -0.61
C -1.61 0.90 -4.34 -0.93
H -0.75 -7.78 0.49 0.39
S -1.17 1.21 1.59 -0.39
C -5.65 1.03 0.82 -0.87
C 0.77 -3.31 -3.18 -0.74
H -1.27 0.43 -2.27 0.51
H 3.19 1.40 -5.63 0.34
C 1.87 -2.62 -3.67 -0.04
C -4.07 -7.12 0.42 -0.80
C -4.01 -5.84 -0.11 -0.42
C 1.81 1.98 -2.65 0.35
H 1.93 -1.55 -3.52 0.26
H -0.27 -2.13 1.53 0.62
C 2.45 1.11 -4.88 -0.51
C 1.49 1.22 2.28 0.01
H -1.38 -1.29 -6.91 0.37
H -2.92 -8.84 1.03 0.35
H -5.27 0.14 4.06 0.39
H -4.57 0.16 -0.83 0.19
H -6.52 1.73 2.65 0.35
C -1.64 -5.94 -0.18 -0.29